1.
DFT (wB97M-V/def2-TZVPD) results for a single C6H9N molecule.

Structure (ORCA input):
```
! wB97M-V def2-TZVPD RIJCOSX def2/J DEFGRID3
* xyz 0 1
C -1.186 0.653 -0.707
H 1.849 -1.036 -1.660
C -0.552 0.812 0.610
H -2.074 0.012 -0.591
C 0.199 0.777 1.554
H -0.105 -1.703 -2.833
C -0.192 0.025 -1.684
H 0.547 0.032 3.478
H 0.859 -1.051 -0.129
C 0.833 0.885 2.861
H 0.408 1.793 3.288
H 0.053 0.640 -2.547
H -1.566 1.637 -1.030
N -0.301 -1.419 -1.878
C 0.864 -0.912 -1.183
H 1.924 0.972 2.854
*
```

* LUMO energy: 0.0394 hartree
* strongest force on any atom: 1.00 eV Å⁻¹
* frontier orbital gap: 10.213 eV
* HOMO: -0.336 Ha
* energy above the lowest of the compared OMol25 structures with the same formula, charge and spin: 3.1793 eV
* calculated total energy: -7854.980 eV

***

2.
DFT (wB97M-V/def2-TZVPD) results for 2 unconnected molecules or ions with the total composition C4H11N2 at a distorted geometry.

Structure (ORCA input):
```
! wB97M-V def2-TZVPD RIJCOSX def2/J DEFGRID3
* xyz 1 1
H 2.288 -0.488 1.745
N -1.182 -0.003 -0.349
H 0.085 -1.432 0.163
H -1.121 -0.042 -1.418
H 3.452 -0.783 0.467
H -0.371 2.955 0.101
H -1.362 -1.398 1.207
H -2.062 0.391 -0.136
C -1.044 -1.408 0.194
H 0.666 2.268 -0.944
H 1.518 -0.257 -1.295
H -1.354 -2.182 -0.464
H -0.349 0.923 1.289
C 1.520 -0.405 -0.246
C 2.401 -0.562 0.700
N -0.076 2.130 -0.348
C -0.108 0.951 0.244
*
```

* LUMO energy: -0.1292 hartree
* strongest force on any atom: 5.38 eV Å⁻¹
* frontier orbital gap: 10.019 eV
* HOMO: -0.497 Ha
* energy above the lowest of the compared OMol25 structures with the same formula, charge and spin: 4.9376 eV
* calculated total energy: -7296.010 eV